(1)
This record from the Open Molecules 2025 dataset describes 2 unconnected molecules or ions with the total composition C27H28O6S at a distorted geometry. The level of theory is ωB97M-V/def2-TZVPD.

Each line ends with the Mulliken charge.
Atoms and positions in Å:
S1 -2.1895 -2.8709 1.2529  1.456
O1 -1.9458 -3.9478 2.1724  -0.716
O2 1.4225 -1.7285 1.5697  -0.201
O3 6.9694 1.9234 -2.0137  -0.437
O4 0.6328 -3.7002 0.7170  -0.661
O5 -5.2884 1.9569 -1.9945  -0.412
O6 -2.8259 -3.1318 -0.0182  -0.695
C1 7.0580 3.3646 -1.9983  -0.828
C2 -5.0276 -0.2025 3.7271  -0.393
C3 2.5115 -2.4269 2.2484  -0.377
C4 -4.0572 1.3822 -1.9682  0.820
C5 5.7403 1.3551 -1.8994  0.845
C6 3.7036 -1.5079 2.4058  -0.944
C7 0.4477 -2.5381 1.0606  0.248
C8 -1.6407 0.0752 -1.3804  0.620
C9 5.6895 -0.0637 -1.8103  -0.629
C10 -3.2752 -1.7858 2.2133  -0.532
C11 4.5365 2.0974 -1.8542  -0.473
C12 -4.3081 -1.2324 4.3325  -0.671
C13 -0.8383 -1.7848 0.9502  -0.438
C14 -0.4346 -0.6379 -1.0233  -0.780
C15 -4.8199 0.0817 2.3707  -0.721
C16 -2.8710 2.1334 -1.8073  -0.578
C17 4.4963 -0.6956 -1.5483  -0.449
C18 -3.9977 -0.0326 -1.9809  -0.517
C19 3.2907 0.0427 -1.3954  0.387
C20 3.3451 1.4508 -1.5860  -0.867
C21 -5.3606 3.4053 -1.9107  -0.878
C22 -3.4183 -2.0066 3.5831  -0.251
C23 -1.7100 1.4939 -1.4166  -1.030
C24 2.0605 -0.6220 -1.0906  -0.165
C25 0.8154 -0.0048 -1.1704  -0.083
C26 -3.9434 -0.7130 1.6284  0.561
C27 -2.8141 -0.6502 -1.6881  -0.471
H1 -0.8424 2.0934 -1.1465  0.469
H2 2.0871 -1.6823 -0.8283  0.458
H3 4.0898 -1.1564 1.4375  0.143
H4 -4.9066 -0.5859 -2.2096  0.400
H5 -4.4367 -1.4475 5.3960  0.361
H6 6.6112 3.8034 -1.0931  0.351
H7 4.5594 3.1779 -1.9835  0.389
H8 2.7851 -3.3174 1.6679  0.316
H9 -5.3465 0.9048 1.8879  0.430
H10 -0.4765 -1.7468 -1.0661  0.839
H11 4.4911 -2.0793 2.9118  0.392
H12 3.4412 -0.6393 3.0224  0.279
H13 2.4416 2.0508 -1.5164  0.351
H14 -4.8259 3.7756 -1.0221  0.381
H15 -2.8289 -2.7760 4.0651  0.445
H16 0.7857 1.0577 -1.4330  -0.041
H17 -6.4310 3.6073 -1.8351  0.246
H18 -2.7859 -1.7395 -1.6859  0.410
H19 -0.9070 -0.9750 1.6846  0.606
H20 2.1112 -2.7159 3.2279  0.350
H21 -3.7700 -0.4869 0.5822  0.155
H22 -4.9365 3.8738 -2.8135  0.332
H23 6.6147 -0.6227 -1.9113  0.413
H24 8.1306 3.5510 -2.0181  0.242
H25 -5.7517 0.3753 4.3074  0.365
H26 -2.8822 3.2146 -1.9496  0.430
H27 6.5766 3.7914 -2.8891  0.334
H28 4.4487 -1.7846 -1.4669  0.416

Calculated values
Total charge: 0
DFT total energy, eV: -51569.1826



(2)
This record from the Open Molecules 2025 dataset describes a molecular structure, C27H29BBeN11. The level of theory is ωB97M-V/def2-TZVPD.

Each line ends with the Mulliken charge.
Atoms and positions in Å:
N1 0.2666 -0.0642 2.2617  -0.268
N2 -0.8019 -1.3857 0.2189  -0.079
N3 -3.5202 -0.0367 2.4895  0.238
N4 0.7283 -0.3527 -2.6264  -0.680
N5 -2.0861 1.2667 0.7647  0.959
N6 -1.0246 0.1084 2.7021  1.136
N7 -2.0082 -1.2333 0.8463  0.865
N8 1.6511 0.1427 -0.4299  0.789
N9 -0.4360 -0.2392 -2.4401  1.452
N10 -0.8422 1.3963 0.2147  0.025
N11 -3.7286 -1.2218 3.1506  -1.195
C1 -1.2681 0.1940 -4.6711  -0.422
C2 -4.8196 -1.0456 3.8727  0.699
C3 4.0306 0.4746 -0.2950  -0.929
C4 -5.3602 -2.1443 4.7361  -1.232
C5 -0.8555 2.5083 -0.5445  0.686
C6 -3.6471 0.1336 -4.9917  -0.374
C7 -2.7850 -0.2814 -2.7971  0.729
C8 2.4995 -0.4437 3.3754  -1.625
C9 2.7545 0.4746 0.2527  -0.763
C10 -1.0441 0.1801 4.0346  0.026
C11 -2.1306 3.0660 -0.5177  -1.708
C12 0.3447 3.0442 -1.2624  -1.344
C13 0.2451 0.0425 4.4969  -1.524
C14 -3.8612 -0.1606 -3.6484  -1.155
C15 -5.3258 0.2666 3.7151  -1.258
C16 -4.4729 0.8757 2.8437  -0.166
C17 1.0352 -0.1317 3.3636  0.968
C18 4.1883 0.1134 -1.6148  -0.704
C19 -2.7787 -2.2977 0.6032  0.025
C20 1.8226 -0.1386 -1.7430  0.125
C21 -2.8723 2.2489 0.3133  0.191
C22 3.0538 -0.1874 -2.3572  -0.431
C23 0.3446 -3.1411 -1.1408  -1.471
C24 -1.4967 -0.1168 -3.3172  -0.205
C25 -0.8336 -2.5726 -0.4144  0.811
C26 -2.0736 -3.1711 -0.2052  -1.527
C27 -2.3539 0.3097 -5.5004  -0.724
B1 -2.2391 0.0446 1.7281  -0.572
Be1 0.1710 0.0123 0.5361  -0.112
H1 0.3412 -4.2249 -1.0453  0.492
H2 2.7790 -1.1356 2.5803  0.369
H3 3.1166 0.4562 3.3077  0.315
H4 1.2757 2.7291 -0.7952  0.264
H5 4.8749 0.7473 0.3232  0.520
H6 1.2869 -2.7745 -0.7294  0.247
H7 0.3202 4.1322 -1.2484  0.505
H8 -2.9152 -0.5059 -1.7490  0.298
H9 -2.4573 3.9691 -1.0075  0.560
H10 -4.8671 -0.2931 -3.2742  0.472
H11 -2.2066 0.5344 -6.5482  0.429
H12 3.1077 -0.4381 -3.4088  0.592
H13 -4.6753 -2.3610 5.5560  0.279
H14 -3.7511 -2.3918 1.0592  0.610
H15 2.5951 0.7644 1.2782  0.811
H16 5.1683 0.0831 -2.0728  0.473
H17 -4.4745 1.8913 2.4882  0.517
H18 0.5733 0.0276 5.5234  0.518
H19 -6.3207 -1.8643 5.1621  0.372
H20 -3.9035 2.3325 0.6090  0.502
H21 -4.4945 0.2281 -5.6588  0.431
H22 -0.2559 0.3204 -5.0365  0.506
H23 0.3545 2.7440 -2.3145  0.176
H24 -6.2024 0.6894 4.1799  0.473
H25 2.7457 -0.9186 4.3218  0.458
H26 -5.4845 -3.0641 4.1660  0.314
H27 0.3152 -2.9194 -2.2110  0.192
H28 -2.3941 -4.1380 -0.5580  0.556
H29 -1.9721 0.2905 4.5732  0.496

Calculated values
Spin multiplicity: 2
Total charge: +2
Energy above the lowest of the compared OMol25 structures with the same formula, charge and spin, kJ/mol: 25.6
DFT total energy, eV: -45928.8699



(3)
This record from the Open Molecules 2025 dataset describes a molecular structure, C27H29BIrN3O4 at a distorted geometry. The level of theory is ωB97M-V/def2-TZVPD.

Each line ends with the Mulliken charge.
Atoms and positions in Å:
Ir1 0.1545 0.2050 -0.1811  2.356
O1 -0.2595 0.1224 2.9843  -0.414
O2 -1.7683 -1.0989 1.8142  -0.481
O3 1.1464 0.6292 -2.0877  -0.609
O4 1.3361 -1.7127 -0.3426  -0.721
N1 -0.9396 2.4791 -0.6482  0.346
N2 -1.3389 -0.7556 -1.1914  -0.315
N3 1.6288 1.3283 0.5461  0.425
C1 1.5795 -5.0501 -1.6259  -0.516
C2 4.2982 0.0147 -3.6512  -0.484
C3 3.3074 0.6081 -1.0724  1.008
C4 -2.6837 -0.3416 5.7230  -0.547
C5 -0.3006 3.4709 0.2468  -1.427
C6 -2.5493 0.0064 -1.4774  -0.927
C7 2.9513 0.1792 -3.4848  -0.695
C8 -2.2132 -0.9784 3.1064  0.703
C9 -1.5039 0.1137 5.1456  -0.980
C10 2.3957 0.4645 -2.2076  0.733
C11 -1.3236 -1.9801 -1.6077  0.209
C12 -1.2861 -0.2289 3.8282  0.867
C13 5.1673 0.0816 -2.5428  -0.602
C14 0.9719 -2.7835 -0.9479  0.526
C15 -0.2944 -2.9494 -1.5990  0.524
C16 0.3554 -5.1895 -2.2983  -0.711
C17 2.8731 1.0325 0.1940  -0.707
C18 0.0728 2.9264 1.6198  -0.059
C19 -3.3927 -1.4162 3.6689  -1.006
C20 1.8754 -3.8845 -0.9722  -0.599
C21 -0.6841 2.8734 -2.0392  -1.379
C22 1.4607 2.2875 1.6236  -1.222
C23 -2.9559 0.9527 -0.3510  -0.454
C24 4.6794 0.3714 -1.2951  -1.115
C25 -0.5475 -4.1615 -2.2738  -1.073
C26 -2.3944 2.3663 -0.3954  -0.957
C27 -3.6071 -1.0915 5.0030  -0.562
B1 -0.5754 -0.3785 1.7292  -0.241
H1 -4.1172 -1.9769 3.0963  0.486
H2 -1.1885 2.1996 -2.7256  0.384
H3 -3.3806 -0.6762 -1.6698  0.747
H4 2.2113 3.0758 1.5133  0.648
H5 2.8049 -3.7516 -0.4347  0.502
H6 4.6965 -0.1763 -4.6377  0.430
H7 -2.2484 -2.3503 -2.0520  0.262
H8 -2.9362 2.9409 -1.1536  0.308
H9 -2.3737 0.5620 -2.4038  0.214
H10 -2.8957 -0.0983 6.7543  0.409
H11 -4.5161 -1.4172 5.4884  0.407
H12 6.2262 -0.0855 -2.6791  0.431
H13 1.6190 1.8015 2.5928  0.395
H14 -2.6181 2.8133 0.5749  0.559
H15 2.2867 -5.8685 -1.6288  0.421
H16 -1.0330 3.8966 -2.2170  0.430
H17 -0.8042 0.7210 5.7017  0.477
H18 5.3607 0.4425 -0.4572  0.429
H19 -2.6810 0.4911 0.5939  -0.113
H20 0.0966 3.7448 2.3401  0.524
H21 -4.0442 1.0400 -0.3540  0.561
H22 0.3815 2.8200 -2.2434  0.389
H23 -0.6791 2.2103 1.9485  -0.070
H24 2.2699 0.1559 -4.3239  0.509
H25 3.6519 1.1959 0.9387  0.483
H26 0.6120 3.8201 -0.2396  0.615
H27 -0.9675 4.3324 0.3605  0.458
H28 -1.4883 -4.2718 -2.7998  0.404
H29 0.1188 -6.1035 -2.8236  0.410

Calculated values
Spin multiplicity: 2
Total charge: +1
Energy above the lowest of the compared OMol25 structures with the same formula, charge and spin, kJ/mol: 43.2
DFT total energy, eV: -44641.1224